Formula: C16H14ClN3O3S
Source: the Open Molecules 2025 dataset
Level of theory: ωB97M-V with the def2-TZVPD basis set

HOMO = -0.3250 Eh
energy relative to the best compared isomer or geometry (same formula, charge and spin) = 0.0 kJ/mol
electronic energy = -1866.4630 a.u.
HOMO-LUMO gap = 0.3298 hartree
2S+1 = 1

Atoms and positions in Å:
Cl (-2.818240, -2.834617, 1.950259)
S (1.408016, 3.843050, -0.099800)
O (2.472160, 1.686884, -1.153006)
O (1.288902, -1.441300, 0.075297)
O (-0.330182, -3.566767, 0.794938)
N (-0.309737, 2.866975, 1.540421)
N (-0.417756, 4.185007, 1.661913)
N (0.876455, 1.211799, 0.386872)
C (0.434221, 6.337233, 0.862291)
C (-2.035936, -3.153294, -2.450789)
C (1.835310, 0.861708, -0.529432)
C (0.376021, 4.856501, 0.909630)
C (-1.017442, -3.418080, -1.548802)
C (-3.293691, -2.792444, -2.007243)
C (-3.540681, -2.694229, -0.647387)
C (2.016930, -0.580204, -0.676964)
C (0.583297, 2.514656, 0.676839)
C (-2.527717, -2.956467, 0.254019)
C (2.623589, -2.644116, -1.240509)
C (1.000818, -3.835463, 0.430319)
C (0.070854, 6.863604, -0.525945)
C (-1.248530, -3.324045, -0.182405)
C (1.658119, -2.684326, -0.270267)
C (2.860667, -1.280675, -1.503088)
H (-4.514530, -2.412569, -0.280225)
H (-1.834193, -3.231830, -3.508054)
H (3.549813, -0.856427, -2.203120)
H (0.356769, 0.503316, 0.887688)
H (0.762034, 6.476065, -1.271219)
H (1.078570, -4.736254, -0.193420)
H (-0.937212, 6.556480, -0.793871)
H (0.118240, 7.949371, -0.537869)
H (-4.083137, -2.585908, -2.712319)
H (-0.259423, 6.724204, 1.609934)
H (1.506136, -4.029170, 1.384059)
H (3.101617, -3.483240, -1.702519)
H (1.445185, 6.662622, 1.120316)
H (-0.043964, -3.695343, -1.921367)

Atomic forces in eV per Å
-0.11 0.04 0.15
-0.70 0.16 0.67
0.16 -0.26 -0.15
-0.23 0.09 0.30
-0.24 0.05 -0.07
0.07 -1.76 -0.12
-0.46 1.38 0.46
0.00 -0.48 0.00
0.00 0.21 -0.17
-0.08 0.02 0.00
-0.39 -0.05 0.36
0.60 -0.34 -0.44
0.18 -0.10 0.14
-0.01 0.00 -0.07
0.14 -0.04 0.03
0.95 -0.40 -0.94
0.38 1.04 -0.33
0.20 -0.05 -0.02
-0.50 -0.16 0.54
0.22 0.10 0.12
0.04 0.06 0.18
-0.23 0.05 0.02
0.42 -0.49 -0.50
-0.49 0.70 0.52
-0.08 0.02 0.07
0.02 -0.01 -0.09
0.13 0.17 -0.13
0.04 0.03 -0.04
0.01 0.03 -0.13
0.04 0.15 0.05
-0.07 -0.02 -0.07
0.00 0.10 -0.08
-0.08 0.02 -0.06
0.09 -0.06 0.04
-0.08 -0.03 -0.20
0.05 -0.23 -0.08
-0.05 0.06 0.08
0.07 -0.02 -0.01

List of Löwdin charges in e, atom by atom: number 1, Cl, carries 0.72; number 2, S, carries 1.14; number 3, O, carries 0.02; number 4, O, carries 0.11; number 5, O, carries -0.06; number 6, N, carries 0.00; number 7, N, carries -0.01; number 8, N, carries 0.13; number 9, C, carries -0.25; number 10, C, carries -0.08; number 11, C, carries -0.42; number 12, C, carries -0.60; number 13, C, carries -0.01; number 14, C, carries -0.09; number 15, C, carries -0.10; number 16, C, carries -0.16; number 17, C, carries -0.58; number 18, C, carries -0.59; number 19, C, carries 0.00; number 20, C, carries -0.10; number 21, C, carries -0.11; number 22, C, carries -0.29; number 23, C, carries -0.25; number 24, C, carries 0.04; number 25, H, carries 0.11; number 26, H, carries 0.11; number 27, H, carries 0.12; number 28, H, carries 0.16; number 29, H, carries 0.06; number 30, H, carries 0.14; number 31, H, carries 0.08; number 32, H, carries 0.07; number 33, H, carries 0.10; number 34, H, carries 0.11; number 35, H, carries 0.15; number 36, H, carries 0.12; number 37, H, carries 0.11; number 38, H, carries 0.11

Formula: C4H2Cl2FNO
Source: the Open Molecules 2025 dataset
Level of theory: ωB97M-V with the def2-TZVPD basis set

HOMO (alpha / beta) = -0.3711 / -0.3711 Eh
energy relative to the best compared isomer or geometry (same formula, charge and spin) = 0.0 kJ/mol
electronic energy = -1303.7046 a.u.
HOMO-LUMO gap (alpha / beta) = 0.3557 / 0.3556 hartree
2S+1 = 1

Atoms and positions in Å:
Cl (-4.816804, -1.206261, 0.461501)
Cl (-3.905342, 1.573543, 0.428924)
F (-3.875651, -0.024018, -1.596905)
O (-0.858445, -0.607514, 0.784184)
N (0.300834, -1.207560, 0.369548)
C (-3.755751, -0.052184, -0.279994)
C (0.159950, -1.592678, -0.868693)
C (-1.083606, -1.259412, -1.379294)
C (-1.652878, -0.632062, -0.311898)
H (-1.415266, -1.439362, -2.473717)
H (0.901994, -1.970412, -1.532665)

Atomic forces in eV per Å
0.44 0.13 -0.18
0.13 -0.93 -0.41
-0.54 0.07 -0.04
-1.16 -0.36 -2.24
2.08 -0.64 0.57
3.96 -0.08 0.25
0.02 0.69 0.24
-2.01 0.47 -1.79
-4.17 0.65 0.62
0.28 0.50 2.45
0.97 -0.51 0.53

List of Löwdin charges in e, atom by atom: number 1, Cl, carries 0.67; number 2, Cl, carries 0.61; number 3, F, carries -0.05; number 4, O, carries -0.02; number 5, N, carries 0.05; number 6, C, carries -1.16; number 7, C, carries -0.17; number 8, C, carries -0.07; number 9, C, carries -0.11; number 10, H, carries 0.15; number 11, H, carries 0.11

Formula: C21H22N2O2S
Source: the Open Molecules 2025 dataset
Level of theory: ωB97M-V with the def2-TZVPD basis set

HOMO = -0.3268 Eh
energy relative to the best compared isomer or geometry (same formula, charge and spin) = 65.8 kJ/mol
electronic energy = -1471.6124 a.u.
HOMO-LUMO gap = 0.3499 hartree
2S+1 = 1

Atoms and positions in Å:
S (5.866753, -0.401855, 0.180374)
O (6.183102, -0.854068, 1.504062)
O (6.845327, 0.332562, -0.567675)
N (-0.531382, 0.510358, -0.942798)
N (5.422776, -1.751988, -0.731856)
C (-2.673381, 0.625322, 0.229222)
C (-1.906986, -4.236958, -0.140451)
C (1.907113, 1.824109, 0.210862)
C (-1.700525, -3.477791, -1.279339)
C (4.330042, 0.490528, 0.203135)
C (-1.899318, -3.625177, 1.101400)
C (4.088422, 1.458265, -0.751009)
C (-5.234897, 1.706602, 0.310653)
C (-1.686077, -2.262309, 1.201544)
C (-1.490174, -2.114045, -1.179237)
C (3.391016, 0.177838, 1.163422)
C (-3.444024, 0.694569, -0.924403)
C (-0.305676, 1.934919, -0.968860)
C (-4.473523, 1.638310, 1.463829)
C (0.575100, 2.508418, 0.170969)
C (2.875978, 2.123501, -0.744855)
C (2.179327, 0.846065, 1.163283)
C (-4.715464, 1.235575, -0.884143)
C (-3.198275, 1.101824, 1.421792)
C (-1.478738, -1.494766, 0.063014)
C (-1.294780, 0.002381, 0.187931)
H (-6.229718, 2.125849, 0.342564)
H (0.704211, 3.575643, -0.014608)
H (3.627458, -0.571611, 1.901360)
H (0.057006, 2.388175, 1.122913)
H (4.858343, 1.681421, -1.472042)
H (0.353968, 0.015010, -0.996485)
H (-3.032511, 0.328020, -1.851567)
H (1.442214, 0.612276, 1.917668)
H (-1.327429, -1.519878, -2.064847)
H (-2.059065, -4.211167, 1.994707)
H (-1.705785, -3.949634, -2.251231)
H (-2.607932, 1.054718, 2.326854)
H (-2.073457, -5.301159, -0.219497)
H (5.506949, -2.601861, -0.198075)
H (-1.683305, -1.789283, 2.173656)
H (2.676178, 2.887313, -1.481940)
H (0.169412, 2.162449, -1.927325)
H (-4.871282, 2.005154, 2.398868)
H (-5.306404, 1.287701, -1.786928)
H (-0.799185, 0.203645, 1.155016)
H (-1.279209, 2.431404, -0.940500)
H (5.947817, -1.806386, -1.589426)

Atomic forces in eV per Å
0.02 -0.71 -0.40
-0.38 -0.03 -0.04
-0.34 0.07 -0.18
0.06 -0.29 0.03
0.17 0.67 0.43
0.01 0.23 0.14
-0.02 -0.11 -0.04
0.03 0.03 0.08
-0.04 -0.10 -0.03
0.47 -0.12 0.10
-0.03 -0.03 0.09
0.08 0.10 -0.13
-0.09 0.06 0.08
0.04 0.02 -0.03
0.05 0.05 0.00
-0.01 -0.06 0.13
0.00 0.03 0.04
0.10 0.31 0.12
-0.14 0.05 0.06
-0.26 -0.17 -0.28
0.00 -0.11 0.10
0.06 0.02 -0.08
-0.01 -0.03 -0.09
0.11 -0.03 -0.07
0.24 -0.10 0.04
0.00 -0.01 0.02
-0.08 0.04 0.00
-0.02 0.05 0.08
-0.06 -0.08 0.15
0.02 0.07 0.07
0.05 0.10 -0.13
-0.08 -0.03 -0.04
0.05 -0.04 -0.14
-0.08 -0.01 0.08
0.02 0.05 -0.09
-0.01 -0.05 0.07
0.00 -0.04 -0.08
0.09 -0.01 0.07
-0.01 -0.08 -0.01
0.02 -0.12 0.23
0.01 0.07 0.11
0.00 0.09 -0.09
-0.06 0.10 0.04
-0.04 0.03 0.07
-0.04 0.00 -0.08
-0.14 -0.04 -0.09
0.10 0.05 -0.10
0.15 0.11 -0.18

List of Löwdin charges in e, atom by atom: number 1, S, carries 0.62; number 2, O, carries -0.30; number 3, O, carries -0.30; number 4, N, carries -0.02; number 5, N, carries -0.06; number 6, C, carries -0.19; number 7, C, carries -0.10; number 8, C, carries -0.23; number 9, C, carries -0.08; number 10, C, carries -0.30; number 11, C, carries -0.08; number 12, C, carries -0.05; number 13, C, carries -0.09; number 14, C, carries -0.03; number 15, C, carries -0.04; number 16, C, carries -0.05; number 17, C, carries -0.03; number 18, C, carries -0.20; number 19, C, carries -0.08; number 20, C, carries -0.13; number 21, C, carries -0.02; number 22, C, carries -0.02; number 23, C, carries -0.07; number 24, C, carries -0.04; number 25, C, carries -0.18; number 26, C, carries -0.28; number 27, H, carries 0.10; number 28, H, carries 0.12; number 29, H, carries 0.12; number 30, H, carries 0.11; number 31, H, carries 0.11; number 32, H, carries 0.12; number 33, H, carries 0.11; number 34, H, carries 0.11; number 35, H, carries 0.11; number 36, H, carries 0.10; number 37, H, carries 0.10; number 38, H, carries 0.11; number 39, H, carries 0.10; number 40, H, carries 0.06; number 41, H, carries 0.11; number 42, H, carries 0.12; number 43, H, carries 0.12; number 44, H, carries 0.10; number 45, H, carries 0.10; number 46, H, carries 0.13; number 47, H, carries 0.12; number 48, H, carries 0.06